Below is a structure of composition C27H28N6O13PtS4, with properties calculated with ωB97M-V/def2-TZVPD.

Geometry as XYZ:
```
79
Properties=species:S:1:pos:R:3:forces:R:3
C -0.7209 -3.3951 2.2641 0.0 0.0 0.1
H -2.0236 7.0342 2.2713 0.0 0.0 0.0
H 1.1015 -0.8170 -0.2969 0.0 0.0 0.0
C -1.9397 -1.1707 2.6746 0.1 0.0 0.2
H -1.7220 -3.6267 0.3516 0.1 0.0 -0.1
O 2.0036 2.6660 3.8827 0.0 0.0 0.0
H 0.7045 -2.5433 -0.0600 0.0 0.0 0.0
C -2.5495 0.4601 -5.5562 0.0 0.0 0.0
O -2.8957 -2.7592 3.9928 0.0 -0.3 0.1
O 0.7758 2.4364 -3.3517 0.0 0.0 -0.1
S -2.8240 -2.3042 -2.0433 -0.2 0.0 0.0
H -4.0599 -2.5408 -4.9388 0.0 0.0 0.0
H 6.8518 4.5568 -0.7435 0.0 0.0 0.0
C -1.8050 0.0816 2.1494 0.0 -0.1 -0.1
S -0.8469 -5.7398 0.8944 0.1 0.0 0.2
H 1.7657 -1.6913 1.0923 0.0 0.0 0.0
O 0.4959 -5.4988 0.4215 0.0 0.0 0.0
N 0.5670 2.5139 1.8325 -0.4 0.3 -0.3
H -2.3917 1.1528 -6.3732 0.0 0.0 0.0
H 5.3893 4.9975 1.0964 0.0 0.0 0.0
C -1.8331 -6.3313 -0.4518 0.0 -0.1 -0.1
H -0.3110 -7.6396 -1.2450 0.0 0.0 0.0
O -1.0280 -6.6266 2.0251 0.0 0.0 0.0
H -1.9622 -8.0731 -1.7004 0.0 0.0 0.0
N -0.7854 0.0539 1.2679 -0.1 -0.1 0.1
H 0.2611 6.8847 3.3012 0.0 0.0 0.0
C 0.8925 -1.5934 0.4422 0.0 -0.1 0.0
C 0.5417 4.8560 2.7195 0.0 0.0 0.0
C 4.9234 4.0250 0.9782 0.0 0.0 0.0
C -2.9286 -1.3559 -3.5397 -0.1 0.0 0.0
N -2.0512 -1.2108 -1.1595 0.2 0.2 0.0
H 7.0899 2.8801 -1.2646 0.0 0.0 0.0
O 1.8141 1.0998 -1.5811 0.3 0.0 -0.5
C -1.9883 0.7257 -4.3124 0.0 0.0 0.0
H 0.3340 -3.5906 2.0819 0.0 0.1 -0.1
N -2.8984 -1.5914 3.6279 0.2 0.0 -0.4
C -1.9336 4.9854 1.6136 0.2 0.1 0.1
S 1.5299 2.4590 -2.0990 -0.2 0.1 0.1
H 4.9926 1.3161 -1.0331 0.0 0.0 0.0
C -1.3377 -7.7037 -0.8875 0.0 0.0 0.0
H 3.1773 0.6301 0.4784 0.0 0.0 0.0
C 3.6945 1.5620 0.6371 -0.1 0.1 0.0
O 2.7282 3.2902 -2.1736 0.0 0.0 0.0
C -3.4980 -1.6324 -4.7670 0.1 0.0 0.0
C -1.5986 -4.1780 1.2848 0.0 0.1 0.0
O -4.1304 -2.6027 -1.4984 0.1 0.0 -0.1
C 6.3402 3.6499 -1.0705 0.0 0.0 0.0
H -2.3739 0.9728 2.3434 0.0 0.0 0.0
S 1.8695 1.9874 2.6117 0.0 -0.2 0.1
H -3.7368 -0.8673 -6.7527 0.0 0.0 0.0
H -2.8605 -6.3571 -0.0865 0.0 0.0 0.0
O -1.9925 -3.4618 -2.3061 0.1 -0.2 0.1
C -0.1767 6.0288 2.7991 0.0 0.0 0.0
O 0.5894 3.0987 -1.0043 0.1 -0.5 0.1
H -1.7533 -5.5883 -1.2451 0.0 0.1 0.0
C -3.3042 -0.6932 -5.7747 0.0 0.0 0.0
H 1.5148 4.7683 3.1699 0.0 0.0 0.0
H 3.5644 4.3027 2.6222 0.0 0.0 0.0
C -1.4453 6.1208 2.2349 0.0 0.0 0.0
O -3.6989 -0.7644 4.0118 -0.2 0.3 0.2
H 5.8293 3.8638 -2.0120 0.0 0.0 0.0
H -0.9612 -3.6684 3.2833 0.1 -0.1 0.0
C -1.7446 -0.1285 -1.8895 -0.1 -0.3 0.0
H -2.5783 -4.3972 1.7074 0.0 0.1 0.0
O 1.8083 0.5446 2.6215 0.0 0.0 0.0
O -1.1593 0.9027 -1.5421 0.2 0.1 0.1
N -0.9358 -1.9594 2.1265 -0.1 0.0 -0.1
C 3.8926 3.6509 1.8246 0.0 0.0 0.0
C -0.0309 3.7635 2.0444 0.2 -0.3 0.0
C 3.2704 2.4250 1.6356 0.1 0.0 0.0
N -1.2561 3.8505 1.5266 -0.3 0.0 0.0
H -1.3745 -8.4151 -0.0628 0.0 0.0 0.0
C 4.7205 1.9532 -0.2012 0.0 0.0 0.0
C -0.2680 -1.1735 1.2582 0.0 0.1 0.1
Pt -0.1517 1.5814 0.1393 -0.1 0.3 0.3
C -2.2196 -0.2002 -3.3122 0.0 0.0 0.1
H -2.9194 4.9809 1.1578 0.0 0.0 0.0
H -1.3601 1.5860 -4.1068 0.1 0.1 0.0
C 5.3311 3.1914 -0.0565 0.0 0.0 0.0
```
Positions in Å, forces in eV/Å.

Summary:
Energy above the lowest of the compared OMol25 structures with the same formula, charge and spin ... 16.6 kcal per mole
E_LUMO ... 0.135 Eh
Net charge ... -2
Orbital gap ... 6.00 eV